DFT (wB97M-V/def2-TZVPD) results for C27H36GeN2PPtS as an isolated structure.

Energy above the lowest of the compared OMol25 structures with the same formula, charge and spin (kJ/mol): 16.2
Orbital gap (alpha / beta) (eV): 7.5 / 7.5
Total charge: +1
Highest occupied orbital energy (alpha / beta) (eV): -11.04 / -11.04

```
69
Properties=species:S:1:pos:R:3:forces:R:3
Pt -0.25182 1.19327 -0.55041 0.0 -0.1 0.0
C -0.31690 -2.99908 2.91432 0.0 0.0 0.0
C 0.92181 -2.71785 2.10205 0.0 0.0 0.0
C 1.96038 -3.64606 2.15247 0.0 0.0 0.0
C 3.15371 -3.45436 1.47605 0.0 0.0 0.0
C 3.35156 -2.29771 0.73865 0.0 0.0 0.0
C 2.33098 -1.36684 0.66606 0.0 0.0 0.0
C 1.11141 -1.57137 1.31095 0.0 0.0 0.0
P -0.11181 -0.23875 1.18705 -0.1 0.0 0.1
C -1.73531 -1.06100 1.07065 0.0 0.0 0.0
C -1.77240 -2.00245 0.03315 0.0 0.0 0.0
C -2.93083 -2.68387 -0.27933 0.0 0.0 0.0
C -4.08596 -2.41744 0.44588 0.0 0.0 0.0
C -4.05419 -1.48710 1.46641 0.0 0.0 0.0
C -2.89142 -0.79031 1.80723 0.0 0.0 0.0
C -2.98482 0.19134 2.94589 0.0 0.0 0.0
C 0.16496 0.81145 2.61776 0.0 0.0 0.0
C 0.71753 0.39045 3.82396 0.0 0.0 0.0
C 0.92600 1.31837 4.82957 0.0 0.0 0.0
C 0.58877 2.65132 4.61493 0.0 0.0 0.0
C 0.05185 3.06199 3.40389 0.0 0.0 0.0
C -0.16612 2.14423 2.38094 0.0 0.0 0.0
C -0.76130 2.52112 1.05034 0.1 0.0 0.1
H -0.07213 -3.68078 3.72771 0.0 0.0 0.0
H -1.09471 -3.46567 2.30751 0.0 0.0 0.0
H -0.74599 -2.09893 3.35381 0.0 0.0 0.0
H 1.82853 -4.53647 2.75499 0.0 0.0 0.0
H 3.93523 -4.19951 1.54390 0.0 0.0 0.0
H 4.29058 -2.11811 0.23197 0.0 0.0 0.0
H 2.49089 -0.44428 0.12121 0.0 0.0 0.0
H -0.86725 -2.21651 -0.52526 0.0 0.0 0.0
H -2.93354 -3.41958 -1.07260 0.0 0.0 0.0
H -5.00574 -2.94111 0.22124 0.0 0.0 0.0
H -4.95409 -1.29228 2.03748 0.0 0.0 0.0
H -3.66861 -0.19010 3.70364 0.0 0.0 0.0
H -3.38939 1.14437 2.59662 0.0 0.0 0.0
H -2.03236 0.39190 3.42550 0.0 0.0 0.0
H 1.00444 -0.64346 3.96942 0.0 0.0 0.0
H 1.36512 1.01132 5.76891 0.0 0.0 0.0
H 0.76146 3.37976 5.39647 0.0 0.0 0.0
H -0.19259 4.10549 3.24627 0.0 0.0 0.0
H -0.44834 3.53475 0.78649 0.0 0.0 0.0
H -1.85271 2.55310 1.14943 0.0 0.0 0.0
C -2.02355 0.33173 -4.87387 0.0 0.0 0.0
N -1.67866 0.92328 -3.59397 0.0 0.0 0.1
C -1.74368 2.21342 -3.32609 0.0 0.1 0.0
N -2.18052 3.05788 -4.26265 0.0 0.0 0.0
S -1.30197 2.88094 -1.80205 0.1 0.1 -0.1
H -1.90474 -0.74491 -4.79896 0.0 0.0 0.0
H -1.36958 0.69904 -5.66764 0.0 0.0 0.0
H -3.06423 0.53587 -5.13295 0.0 0.0 0.0
H -1.31743 0.35134 -2.83736 0.0 0.0 0.0
H -2.53837 2.74152 -5.14720 0.0 0.0 0.0
H -2.21461 4.04179 -4.05844 0.0 0.0 0.0
C 1.80690 2.17943 -3.85597 0.0 0.0 0.0
Ge 2.41959 0.79868 -2.62021 0.0 -0.1 0.0
C 3.24270 -0.68384 -3.58720 0.0 0.0 0.0
C 3.63498 1.57505 -1.30300 0.0 0.0 0.0
C 0.83476 0.06855 -1.65335 -0.1 0.1 -0.1
H 2.66676 2.72537 -4.24484 0.0 0.0 0.0
H 1.15041 2.88599 -3.34970 0.0 0.0 0.0
H 1.27659 1.73951 -4.70217 0.0 0.0 0.0
H 4.13962 -0.34623 -4.10677 0.0 0.0 0.0
H 2.55649 -1.09456 -4.32845 0.0 0.0 0.0
H 3.52463 -1.48258 -2.90032 0.0 0.0 0.0
H 4.36349 2.19605 -1.82480 0.0 0.0 0.0
H 4.17728 0.81067 -0.74728 0.0 0.0 0.0
H 3.08749 2.20069 -0.59772 0.0 0.0 0.0
H 0.82077 -1.02793 -1.63022 0.0 0.0 0.0
```
Forces are in eV/Å.